[1]
{"formula": "C13H26NO5S", "method": "wB97M-V/def2-TZVPD", "homo_lumo_gap_ev": 9.71, "charge": 1, "homo_ev": -12.82, "species": ["C", "C", "C", "C", "C", "C", "C", "C", "C", "N", "C", "C", "O", "H", "H", "H", "H", "H", "H", "H", "H", "H", "H", "H", "H", "H", "H", "H", "H", "H", "H", "H", "H", "H", "H", "C", "C", "O", "S", "O", "O", "O", "H", "H", "H", "H"], "coordinates": [[3.43682, -0.84796, 1.01887], [3.16698, 0.10994, 0.14931], [1.90552, 0.95913, 0.15582], [0.69599, -0.00660, 0.07440], [-0.62190, 0.50683, -0.53887], [-1.88299, 0.35826, 0.33394], [-2.97680, 1.25714, -0.24515], [-1.65887, 0.72812, 1.80335], [1.90632, 1.76958, 1.49783], [1.71453, 3.25347, 1.33165], [0.79811, 3.54726, 0.19023], [1.51737, 3.09555, -1.05970], [1.98572, 1.76709, -1.02225], [4.25841, -1.53141, 0.85773], [2.85134, -1.00899, 1.91808], [3.86179, 0.33519, -0.65335], [0.54305, -0.44465, 1.06142], [1.03863, -0.83412, -0.54154], [-0.56350, 1.54141, -0.88228], [-0.79104, -0.07791, -1.44346], [-2.24211, -0.66846, 0.26649], [-3.91779, 1.13316, 0.28831], [-3.14344, 1.05454, -1.30450], [-2.68688, 2.31080, -0.15661], [-1.31952, -0.11555, 2.40468], [-2.58469, 1.09267, 2.24861], [-0.93558, 1.54651, 1.89410], [2.84711, 1.63718, 2.02376], [1.11663, 1.40859, 2.15023], [1.39563, 3.67462, 2.20457], [2.62067, 3.67564, 1.11504], [0.59735, 4.61566, 0.14758], [-0.13558, 3.02434, 0.38309], [0.84285, 3.21543, -1.90977], [2.36320, 3.77212, -1.24029], [-1.77083, -5.20136, -1.71258], [-1.17825, -3.99464, -2.41435], [-1.47270, -2.90480, -1.51832], [-1.42652, -3.41698, -0.00704], [-0.16216, -3.10173, 0.56223], [-2.62210, -3.00632, 0.63669], [-1.47067, -4.96850, -0.32296], [-2.85292, -5.25520, -1.83265], [-1.31452, -6.13983, -2.01240], [-1.63644, -3.78672, -3.37644], [-0.09626, -4.07854, -2.52350]], "nbo_charge": [-0.375, -0.203, 0.218, -0.430, -0.401, -0.237, -0.594, -0.606, -0.261, -0.492, -0.262, -0.082, -0.522, 0.225, 0.196, 0.232, 0.226, 0.243, 0.179, 0.232, 0.227, 0.222, 0.215, 0.181, 0.226, 0.228, 0.151, 0.244, 0.242, 0.443, 0.431, 0.243, 0.240, 0.223, 0.186, -0.099, -0.102, -0.699, 2.555, -0.915, -0.897, -0.681, 0.204, 0.223, 0.222, 0.198]}

---

[2]
{"formula": "C13H26O3", "method": "wB97M-V/def2-TZVPD", "smiles": "CC(C)(C)CC(C)(C)OOC(=O)C(C)(C)C", "homo_lumo_gap_ev": 10.74, "charge": 0, "homo_ev": -10.02, "species": ["O", "O", "O", "C", "C", "C", "C", "C", "C", "C", "C", "C", "C", "C", "C", "C", "H", "H", "H", "H", "H", "H", "H", "H", "H", "H", "H", "H", "H", "H", "H", "H", "H", "H", "H", "H", "H", "H", "H", "H", "H", "H"], "coordinates": [[-1.25059, -0.28480, 2.57603], [0.12754, 1.25637, 1.57297], [0.07722, 0.31471, 0.47792], [-0.63598, 0.78597, 2.59924], [1.43907, 1.74103, -0.90052], [2.42810, -0.16062, 0.27133], [-1.85655, 1.31347, 4.79795], [-0.71643, 3.19827, 3.58028], [0.65340, 1.27897, 4.65372], [0.45820, -2.63747, -0.16648], [-1.55425, -1.67521, -1.29499], [0.22501, -2.83438, -2.63571], [0.74608, -0.54220, -1.67807], [1.14883, 0.32338, -0.44229], [-0.64796, 1.65012, 3.88946], [-0.00893, -1.88536, -1.43990], [0.56474, 2.14069, -1.43739], [1.63017, 2.35366, -0.04402], [2.32438, 1.74143, -1.50803], [2.79535, 0.64622, 0.98155], [2.22540, -1.08769, 0.88200], [3.29198, -0.34505, -0.37088], [-1.94970, 0.25750, 5.04945], [-1.73868, 1.86446, 5.74975], [-2.76759, 1.61710, 4.25773], [0.19035, 3.51539, 3.06924], [-1.57400, 3.47888, 2.95404], [-0.80645, 3.74447, 4.51213], [0.70657, 1.67663, 5.65698], [1.53609, 1.65146, 4.08190], [0.69699, 0.18066, 4.75024], [1.55174, -2.73645, -0.18663], [0.00049, -3.66230, -0.14782], [0.14189, -2.16400, 0.78437], [-2.05031, -2.62521, -1.11861], [-2.03904, -1.15796, -2.13181], [-1.70049, -1.08950, -0.41011], [-0.10063, -2.42095, -3.57779], [-0.33012, -3.73929, -2.44173], [1.27739, -3.09875, -2.75185], [0.12223, 0.06685, -2.35386], [1.68475, -0.72534, -2.18476]], "nbo_charge": [-0.582, -0.264, -0.266, 0.778, -0.626, -0.655, -0.597, -0.605, -0.604, -0.627, -0.617, -0.601, -0.396, 0.248, -0.127, -0.034, 0.213, 0.219, 0.213, 0.213, 0.229, 0.216, 0.230, 0.207, 0.215, 0.214, 0.216, 0.212, 0.215, 0.212, 0.222, 0.201, 0.209, 0.238, 0.205, 0.201, 0.231, 0.205, 0.208, 0.200, 0.214, 0.217]}

---

[3]
{"formula": "C13H27AlClNO6PS", "method": "wB97M-V/def2-TZVPD", "homo_lumo_gap_ev": 7.61, "charge": -1, "homo_ev": -4.75, "species": ["C", "C", "C", "O", "C", "C", "O", "Al", "C", "C", "O", "N", "C", "C", "P", "O", "O", "S", "O", "C", "C", "Cl", "C", "C", "H", "H", "H", "H", "H", "H", "H", "H", "H", "H", "H", "H", "H", "H", "H", "H", "H", "H", "H", "H", "H", "H", "H", "H", "H", "H", "H"], "coordinates": [[4.33942, -0.98327, 1.06462], [4.79735, -1.81616, -0.13280], [4.12197, -1.42890, -1.46964], [3.26458, -0.31818, -1.31209], [1.95087, -0.51206, -1.82383], [1.14389, 0.76599, -1.61673], [-0.17945, 0.52228, -2.02885], [-1.04692, -0.15560, -0.65818], [-2.79235, 0.69791, -0.21420], [-3.59230, -0.27850, 0.55783], [-3.06893, -0.99895, 1.39317], [-4.93697, -0.41327, 0.30232], [-5.64990, -1.22302, 1.28528], [-5.64741, 0.73127, -0.25867], [-1.30383, -2.53599, -0.98522], [-0.70372, -3.37281, 0.29176], [-2.88446, -2.93768, -0.86458], [-0.54344, -3.23491, -2.64089], [0.20006, 0.30614, 0.52869], [1.12547, 1.15113, -0.12419], [0.79990, 2.62562, 0.21238], [0.10936, 3.59410, -1.16184], [2.01717, 3.37291, 0.75443], [2.36065, 2.90709, 2.17203], [3.28893, -1.16488, 1.30508], [4.94456, -1.22431, 1.94389], [4.44824, 0.08451, 0.86066], [4.60386, -2.87470, 0.07035], [5.88450, -1.72076, -0.23325], [4.88669, -1.17762, -2.21776], [3.55007, -2.28092, -1.85612], [1.98615, -0.75183, -2.89423], [1.46938, -1.35609, -1.31073], [1.58448, 1.55320, -2.24294], [-2.50547, 1.48465, 0.49739], [-3.30357, 1.17366, -1.05210], [-6.72184, -1.05426, 1.17190], [-5.34116, -0.97748, 2.30636], [-5.45154, -2.28573, 1.12981], [-5.22344, 1.68170, 0.07843], [-5.63609, 0.71052, -1.35224], [-6.68985, 0.69023, 0.05899], [-0.81310, -2.84865, 1.10534], [-2.98710, -3.73414, -0.31778], [2.12473, 0.97002, 0.28644], [0.00098, 2.62237, 0.95498], [1.80523, 4.44534, 0.76035], [2.86226, 3.20613, 0.07600], [3.34868, 3.26968, 2.47130], [1.62272, 3.27810, 2.88900], [2.38066, 1.81614, 2.24004]], "nbo_charge": [-0.602, -0.419, -0.055, -0.571, -0.071, 0.069, -0.960, 1.716, -1.106, 0.711, -0.678, -0.455, -0.401, -0.404, 1.220, -1.012, -1.012, -0.701, -0.970, 0.042, -0.166, -0.108, -0.416, -0.610, 0.219, 0.193, 0.210, 0.197, 0.184, 0.159, 0.180, 0.178, 0.183, 0.172, 0.253, 0.228, 0.181, 0.198, 0.208, 0.198, 0.199, 0.190, 0.503, 0.492, 0.184, 0.219, 0.206, 0.203, 0.201, 0.200, 0.218]}

---

[4]
{"formula": "C13H27ClIIrN2OP2", "method": "wB97M-V/def2-TZVPD", "homo_lumo_gap_ev": [6.85, 5.89], "charge": 2, "homo_ev": [-14.03, -15.58], "spin_multiplicity": 5, "species": ["C", "I", "H", "H", "H", "Ir", "P", "C", "C", "H", "H", "H", "H", "H", "H", "C", "H", "H", "H", "P", "C", "C", "H", "H", "H", "C", "H", "H", "H", "H", "H", "H", "Cl", "N", "C", "O", "C", "C", "C", "N", "C", "C", "H", "H", "H", "H", "H", "H"], "coordinates": [[0.27364, 0.64278, -1.81491], [-1.76573, -0.41602, 2.19013], [-0.63848, 1.04108, -2.27958], [0.70844, -0.10907, -2.50158], [1.02203, 1.44941, -1.82363], [0.37538, -0.22286, 0.18850], [-1.03932, -1.80219, -0.85430], [-0.19148, -3.44544, -0.92040], [-2.72907, -2.23717, -0.19790], [-3.19880, -2.98065, -0.85695], [-2.06535, -2.25552, -3.02320], [-3.34571, -1.33153, -0.15462], [-2.09145, -0.50785, -2.62319], [-0.09542, -3.83553, 0.09820], [-2.62054, -2.64497, 0.81612], [-1.48899, -1.42314, -2.61272], [-0.77672, -4.14234, -1.52918], [-0.59599, -1.26510, -3.22410], [0.81062, -3.32750, -1.35462], [0.70533, 1.91154, 1.09335], [2.34153, 1.94025, 1.94733], [0.78505, 3.27365, -0.15893], [-1.45269, 2.74387, 1.92034], [-0.08093, 3.69308, 2.57698], [-0.46648, 2.06795, 3.24339], [-0.44087, 2.68068, 2.33544], [-0.17431, 3.32452, -0.68657], [0.97368, 4.22499, 0.34925], [2.48159, 2.88628, 2.48431], [3.15124, 1.81160, 1.22016], [1.58478, 3.09168, -0.88268], [2.37658, 1.10985, 2.66328], [-1.84039, 1.18613, -0.38917], [6.98476, -2.61785, 0.70950], [5.86047, -3.11549, 1.31938], [5.90478, -4.07618, 2.08547], [4.57331, -2.44665, 0.95974], [4.40422, -1.43822, 0.00961], [3.15531, -0.85881, -0.19582], [2.07693, -1.23817, 0.54928], [2.20662, -2.24537, 1.45164], [3.43871, -2.85175, 1.64582], [7.85259, -2.98400, 1.06604], [7.00228, -1.69207, 0.31406], [5.22885, -1.06081, -0.60492], [2.96736, -0.07951, -0.93724], [1.31023, -2.57201, 2.00669], [3.51834, -3.65739, 2.35358]], "nbo_charge": [-0.786, 0.212, 0.251, 0.202, 0.209, 0.670, 1.143, -0.950, -0.937, 0.270, 0.268, 0.271, 0.269, 0.253, 0.253, -0.945, 0.280, 0.250, 0.252, 1.130, -0.955, -0.949, 0.276, 0.270, 0.258, -0.936, 0.275, 0.271, 0.281, 0.250, 0.244, 0.254, -0.368, -0.785, 0.615, -0.531, -0.011, -0.200, 0.045, -0.577, 0.058, -0.176, 0.433, 0.392, 0.252, 0.230, 0.236, 0.284]}

---

no.,calculated total energy (Ha)
1,-1339.77198
2,-736.56673
3,-2460.18525
4,-2240.58603